Density functional theory data (ωB97M-V/def2-TZVPD) for a molecular structure, C29H32IrNO4S in a non-equilibrium geometry.

Last column: Löwdin charge in e.
Element x y z (Å)
C  1.57066  -0.24770  0.03558  -0.1737
H  -0.13157  2.96416  -2.92361  0.1090
H  2.24883  3.87983  -3.93210  0.1244
H  -1.72578  -2.36065  -3.99290  0.1130
H  -3.91686  -1.52634  -3.11302  0.1070
C  -1.34522  -2.31996  -2.96799  -0.0650
C  2.19832  0.39882  -5.68124  -0.0804
O  0.52663  -0.39528  2.99376  -0.1837
C  -3.53231  -1.64539  -2.08413  -0.0177
C  -1.50873  -1.72871  1.56220  -0.0306
C  -0.47421  1.01680  4.79770  -0.2763
H  -0.17947  -3.56581  1.61758  0.1204
C  -1.13067  0.54045  -3.56649  -0.4468
H  -0.24120  -2.20481  -2.95895  0.0660
H  -3.70362  -2.69239  -1.80064  0.0991
H  -1.71630  -1.60419  2.60757  0.1028
H  -1.52866  -3.30495  -2.50362  0.0955
C  2.24900  -0.81922  -1.07605  -0.1644
N  -1.31558  1.77227  -4.18502  -0.0082
C  -1.91862  -0.94660  0.49661  0.0239
C  -1.86327  0.23214  -2.29807  -0.1715
C  1.03434  2.25020  -4.63745  -0.2168
C  -0.68055  -2.81114  1.02914  0.0099
C  -1.81621  1.22926  8.87300  -0.0445
H  2.74746  -1.78934  -1.11448  0.1268
C  3.43624  2.21913  -4.70571  -0.0866
O  -1.42739  0.99030  2.41336  -0.1568
C  -2.03607  -1.28805  -2.04907  -0.5205
H  -0.08456  -3.29487  -1.03059  0.1192
H  0.79760  1.81585  0.41892  0.1034
O  -0.07902  -0.28150  -3.76847  -0.2462
C  -0.61593  -0.15776  5.55174  -0.0494
C  -0.64641  -2.69469  -0.34332  -0.0064
H  -2.84475  0.76100  -2.19038  0.1502
H  -0.56551  3.73848  -4.46782  0.1313
C  3.41445  0.96047  -5.31297  -0.1049
C  -1.10098  2.34122  6.71491  -0.0166
H  2.09250  -0.55671  -6.18018  0.1130
H  -2.75487  0.67243  8.97104  0.0912
H  1.48175  -0.65163  1.03240  0.0951
H  0.07665  0.74272  -5.85388  0.1254
C  1.23301  1.09764  -0.26577  -0.1412
H  -2.54266  -0.06588  0.50736  0.1269
H  -1.13095  -0.98286  7.47458  0.1262
S  -0.11790  0.91212  3.05349  0.5273
C  1.01605  1.07383  -5.40195  -0.0607
H  -1.99492  2.26274  9.17398  0.0791
H  2.73344  0.08082  -3.11280  0.1050
C  2.27527  0.18218  -2.13366  -0.1994
C  -1.30222  1.17290  7.46578  -0.2572
H  -1.27467  3.31497  7.18246  0.1223
H  -1.10289  0.78264  9.57382  0.0911
H  -4.11938  -1.01349  -1.40894  0.0874
C  -0.26346  2.78493  -4.01156  -0.1237
H  4.38446  2.69026  -4.47637  0.1050
H  -2.12702  1.96073  -4.78984  0.1517
Ir  0.33986  -0.28155  -1.85548  1.4432
C  2.24960  2.88638  -4.39208  -0.0678
H  -1.41041  0.94066  -1.40190  0.1581
H  -0.40720  -1.12407  5.10277  0.1087
H  4.33031  0.41417  -5.52597  0.1090
C  -1.02341  -0.07063  6.88022  -0.0236
O  0.75281  2.04300  2.77014  -0.1279
C  -1.30956  -1.46019  -0.73200  -0.3203
H  -0.52903  3.16560  4.79236  0.1176
C  -0.68968  2.26734  5.38403  -0.0457
H  1.71809  2.39377  -1.98786  0.1043
C  1.70114  1.39047  -1.56887  -0.1547

total charge = +1
HOMO level (alpha / beta) = -0.3248 / -0.3972 hartree
E_LUMO (alpha / beta) = -2.8 / -7.7 eV
2S+1 = 6
relative energy (zero: lowest compared OMol25 entry of this formula, charge and spin) = 57.4 kcal/mol
E = -53928.547 eV